# 1
The molecule C2H3F2NO2. Source: the Open Molecules 2025 dataset; level of theory: ωB97M-V/def2-TZVPD.

```
10
Properties=species:S:1:pos:R:3:forces:R:3:nbo_charge:R:1
C 1.22613 -0.14572 0.16866 -0.71 0.89 -2.41 -0.6831
C -0.29161 -0.44311 -0.15749 1.41 -0.05 -1.11 0.8364
N -1.31202 0.72418 -0.00476 1.07 -1.58 -0.33 0.2315
O -1.60480 0.98192 1.14282 -0.25 0.37 5.07 -0.2812
O -1.68793 1.27769 -1.01530 -0.59 1.63 -4.40 -0.2540
F -0.49008 -0.84978 -1.43249 0.64 0.13 0.68 -0.3007
F -0.73352 -1.40264 0.62819 -0.08 -0.28 0.43 -0.2852
H 1.76155 0.62433 -0.44970 -1.19 -0.78 -0.29 0.2467
H 1.36656 0.30365 1.09815 -0.26 -0.01 2.06 0.2444
H 1.76571 -1.07052 0.02193 -0.04 -0.32 0.29 0.2453
```
Positions in Å, forces in eV/Å.

The spin multiplicity is 3. The value obtained for the HOMO energy (spin up / spin down) is -7.631 / -10.469 eV. For the LUMO energy (spin up / spin down), the calculation gives 0.03002 / -0.15536 hartree. The total energy is -13135.496 eV. As for the relative energy (zero: lowest compared OMol25 entry of this formula, charge and spin): 0.992 eV.

=====

# 2
An isolated ion of composition C2H3F2O2S and charge -1. Source: the Open Molecules 2025 dataset; level of theory: ωB97M-V/def2-TZVPD.

```
10
Properties=species:S:1:pos:R:3:forces:R:3:nbo_charge:R:1
C -1.11720 -0.05415 0.04171 -0.37 -0.69 1.35 -0.7320
C 0.18974 0.74771 -0.01575 -0.72 -2.12 2.82 0.4529
O 1.52802 -1.09931 -1.35877 0.07 0.66 1.40 -1.0538
O 1.30612 -1.38035 1.11855 -0.11 -0.24 0.35 -1.0475
F 0.29278 1.42940 -1.10216 0.18 2.15 -2.70 -0.3401
F 0.24899 1.67802 1.04609 0.15 -0.54 -0.39 -0.3996
S 1.71100 -0.47293 0.01899 -0.27 0.04 -1.40 1.4192
H -0.78718 -1.03323 0.60362 -0.90 1.58 -1.17 0.2697
H -1.37295 -0.25785 -1.04389 -0.09 0.04 1.51 0.2290
H -1.99932 0.44268 0.69161 2.06 -0.88 -1.76 0.2022
```
Positions in Å, forces in eV/Å.

The value obtained for the HOMO energy is -3.475 eV. Its net charge is -1. For the LUMO energy, the calculation gives 0.15400 hartree. The total energy is -22488.611 eV. As for the relative energy (zero: lowest compared OMol25 entry of this formula, charge and spin): 0.000 eV.

=====

# 3
A 2-piece molecular cluster, C2H3F3NO overall. Source: the Open Molecules 2025 dataset; level of theory: ωB97M-V/def2-TZVPD.

```
10
Properties=species:S:1:pos:R:3:forces:R:3:nbo_charge:R:1
C 0.13222 0.16328 -0.62259 -1.48 -0.41 1.75 -0.0963
C -1.04381 0.91533 -0.12544 -1.37 -3.96 -1.40 0.4740
N 1.66622 -1.06831 1.19362 -1.03 -2.36 -0.75 -0.1234
O 2.19121 -1.85467 0.36396 -0.79 1.13 1.70 -0.4454
F -0.22035 -0.92123 -1.42353 -0.13 -0.08 -0.13 -0.4041
F -1.86515 1.58901 -1.12140 0.23 0.29 -0.05 -0.4519
F -0.67119 1.83428 0.70520 0.68 2.45 1.74 -0.3374
H 0.83092 0.77094 -1.10832 1.23 0.85 -0.84 0.1163
H -1.83688 0.24409 0.34822 0.97 0.64 -0.46 0.0888
H 0.81681 -1.67272 1.79027 1.69 1.46 -1.57 0.1793
```
Positions in Å, forces in eV/Å.

The value obtained for the HOMO energy (spin up / spin down) is -2.688 / -2.022 eV. Its net charge is -1. For the LUMO energy (spin up / spin down), the calculation gives 0.16718 / 0.16380 hartree. The total energy is -13808.757 eV. As for the relative energy (zero: lowest compared OMol25 entry of this formula, charge and spin): 2.963 eV.

=====

# 4
The molecule C2H3F3O. Source: the Open Molecules 2025 dataset; level of theory: ωB97M-V/def2-TZVPD.

```
9
Properties=species:S:1:pos:R:3:forces:R:3:nbo_charge:R:1
O -0.29062 -1.29918 0.89409 0.06 -1.22 -0.30 -0.6807
C -0.52582 -0.01674 0.45582 -0.60 0.62 0.49 -0.1549
C 0.52836 0.43961 -0.51203 -0.13 1.62 0.82 0.9488
F 0.59513 -0.30635 -1.62563 0.51 0.21 0.46 -0.3180
F 1.74013 0.53264 0.12758 -0.82 -0.64 -1.18 -0.3249
F 0.20349 1.71610 -0.85282 0.32 -0.43 -0.47 -0.3323
H -0.27106 -1.84910 0.09885 -0.02 -0.30 0.33 0.4707
H -0.41814 0.62722 1.31794 0.07 0.28 0.21 0.2059
H -1.56148 0.15579 0.09620 0.61 -0.16 -0.37 0.1854
```
Positions in Å, forces in eV/Å.

The value obtained for the HOMO energy is -11.403 eV. For the LUMO energy, the calculation gives 0.02765 hartree. The total energy is -12322.674 eV. As for the SMILES: OCC(F)(F)F. As for the relative energy (zero: lowest compared OMol25 entry of this formula, charge and spin): 0.105 eV.

=====

# 5
A 2-piece molecular cluster, C2H3F3O2 overall. Source: the Open Molecules 2025 dataset; level of theory: ωB97M-V/def2-TZVPD.

```
10
Properties=species:S:1:pos:R:3:forces:R:3:nbo_charge:R:1
C 0.45908 -1.11220 0.19093 -0.71 2.19 -3.60 -0.0814
C 0.94597 0.23717 0.00643 0.34 3.39 2.57 0.7868
O -2.00830 0.76191 -0.32503 0.22 -3.31 1.57 -0.3879
O -1.21104 1.15140 0.68138 1.27 -0.50 0.16 -0.2522
F 1.42675 -2.00189 -0.02603 1.49 -1.93 -0.50 -0.3336
F 1.70807 0.81752 0.94060 -0.19 -0.47 -0.42 -0.3085
F 1.10100 0.89998 -1.12184 -0.19 -1.03 -0.09 -0.2908
H 0.00615 -1.29808 1.10121 -1.10 0.00 1.76 0.2126
H -0.22907 -0.98580 -0.68217 -0.42 -1.63 0.61 0.1996
H -2.19860 1.52999 -0.76548 -0.71 3.28 -2.05 0.4553
```
Positions in Å, forces in eV/Å.

The value obtained for the HOMO energy (spin up / spin down) is -10.666 / -8.506 eV. For the LUMO energy (spin up / spin down), the calculation gives 0.00760 / -0.03516 hartree. The total energy is -14363.553 eV. As for the relative energy (zero: lowest compared OMol25 entry of this formula, charge and spin): 6.396 eV.

=====

# 6
A 2-piece molecular cluster, C2H3F3O2P overall. Source: the Open Molecules 2025 dataset; level of theory: ωB97M-V/def2-TZVPD.

```
11
Properties=species:S:1:pos:R:3:forces:R:3:nbo_charge:R:1
C -1.99851 0.57187 0.45147 -0.77 0.56 -1.44 -1.2909
C 2.74752 0.23734 -0.04337 -2.50 0.60 -2.58 0.8586
O -1.72392 -1.61592 -1.29193 -0.58 1.12 0.34 -1.1379
O -3.47135 -1.70482 0.53029 -2.62 -1.08 1.36 -1.1295
F 2.81145 0.45427 1.20456 1.17 0.61 3.55 -0.3085
F 3.72487 -0.52184 -0.47051 1.03 -0.78 -0.16 -0.3240
F 2.83319 1.42461 -0.69499 0.35 0.16 -0.07 -0.3530
P -2.54255 -0.91148 -0.23551 4.08 0.67 -0.90 2.1307
H -1.21949 1.16800 -0.20194 -1.99 -0.93 1.41 0.2122
H -2.91643 1.05479 0.96685 1.98 -0.32 -0.77 0.2168
H 1.75523 -0.15681 -0.21493 -0.15 -0.60 -0.75 0.1254
```
Positions in Å, forces in eV/Å.

The value obtained for the HOMO energy is -3.674 eV. Its net charge is -1. For the LUMO energy, the calculation gives 0.12538 hartree. The total energy is -23660.726 eV. As for the relative energy (zero: lowest compared OMol25 entry of this formula, charge and spin): 0.602 eV.